# 1
# C19H18N4O2S

C19H18N4O2S in the gas phase in a non-equilibrium geometry (ωB97M-V with the def2-TZVPD basis set, OMol25).

Computed properties:
**SMILES string**: CC(=O)n1nc(-c2cccc(C)c2)nc1SCC(=O)Nc1ccccc1
**Electronic energy**: -40887.02425 eV
**HOMO-LUMO gap**: 8.760 eV

```
44
Properties=species:S:1:pos:R:3:forces:R:3:nbo_charge:R:1
C -4.293789 -2.550551 -0.923105 -0.206 -0.005 -0.026 -0.713
C -4.008910 -1.178347 -0.406036 -0.435 -0.475 -0.202 0.713
O -4.795997 -0.271901 -0.274160 -0.066 -0.267 -0.082 -0.543
N -2.686908 -0.968934 -0.054983 0.757 1.169 0.484 -0.278
N -1.682983 -1.873079 -0.084790 0.465 -0.846 -0.139 -0.297
C -0.630404 -1.202980 0.328274 -1.112 0.162 -0.165 0.325
C 0.702659 -1.759138 0.425805 0.606 -0.302 0.047 -0.022
C 1.742884 -0.987048 0.933614 -0.292 -0.063 -0.059 -0.203
C 3.021045 -1.508887 0.983096 0.129 -0.058 0.027 -0.191
C 3.263601 -2.796772 0.540010 -0.071 0.047 0.004 -0.206
C 2.230714 -3.587353 0.041828 -0.018 0.022 0.007 -0.018
C 2.512311 -4.983204 -0.425701 0.029 0.011 0.013 -0.626
C 0.952769 -3.057991 -0.013760 0.068 0.179 0.080 -0.194
N -0.900971 0.103822 0.637380 -0.239 0.103 0.135 -0.532
C -2.174868 0.231749 0.377598 0.046 -0.492 0.037 0.226
S -3.138638 1.640261 0.468017 -0.040 1.027 0.194 0.408
C -1.780363 2.802740 0.857199 -0.285 -0.621 -0.160 -0.634
C -0.620987 2.579905 -0.113238 -0.054 0.427 0.258 0.700
O -0.802603 2.408550 -1.294573 0.041 0.006 -0.205 -0.606
N 0.591114 2.652792 0.497175 0.311 0.341 0.334 -0.621
C 1.850744 2.338187 -0.028164 0.158 0.015 -0.171 0.238
C 2.949594 2.455841 0.821228 -0.075 0.015 -0.012 -0.279
C 4.214056 2.122262 0.376811 0.000 -0.010 0.040 -0.198
C 4.398029 1.665168 -0.917334 0.134 -0.052 -0.093 -0.237
C 3.307778 1.552365 -1.762588 0.127 0.011 0.097 -0.182
C 2.037958 1.888771 -1.330510 -0.217 -0.026 -0.112 -0.271
H -3.934763 -3.289155 -0.209959 0.028 -0.065 -0.015 0.251
H -5.359473 -2.666868 -1.094229 -0.007 0.068 0.019 0.241
H -3.747811 -2.699602 -1.852846 0.053 -0.056 -0.033 0.250
H 1.535870 0.012549 1.276725 0.005 0.096 0.024 0.224
H 3.831772 -0.906142 1.364963 0.062 0.060 0.027 0.215
H 4.265671 -3.199914 0.579074 0.112 -0.042 0.005 0.208
H 3.261142 -4.974344 -1.216449 0.032 -0.073 -0.065 0.219
H 1.610267 -5.455480 -0.805006 -0.031 -0.085 -0.040 0.215
H 2.902501 -5.585142 0.394125 0.015 -0.100 0.006 0.219
H 0.130169 -3.638769 -0.402305 -0.058 -0.113 -0.065 0.221
H -1.493806 2.665495 1.898288 0.081 0.097 -0.012 0.224
H -2.202341 3.796923 0.710434 0.011 -0.015 0.004 0.255
H 0.594892 2.826954 1.492560 -0.149 -0.105 -0.204 0.395
H 2.807606 2.804047 1.835801 -0.019 0.045 0.098 0.205
H 5.057347 2.217257 1.045242 0.059 0.012 0.056 0.214
H 5.385469 1.399374 -1.263215 0.086 -0.018 -0.031 0.213
H 3.443900 1.196770 -2.772913 -0.004 -0.032 -0.087 0.215
H 1.191796 1.797671 -1.989498 -0.040 0.007 -0.017 0.257
```
Positions in Å, forces in eV/Å.

# 2
# C42H38BrClN2O3PdSb

A molecular structure, C42H38BrClN2O3PdSb (ωB97M-V with the def2-TZVPD basis set, OMol25).

Computed properties:
**Charge**: +1
**Multiplicity**: 3
**Electronic energy**: -145870.38484 eV
**<S²>**: 2.01
**HOMO-LUMO gap (alpha / beta)**: 6.554 / 5.756 eV

```
89
Properties=species:S:1:pos:R:3:forces:R:3:mulliken_spin:R:1
Pd 1.592487 0.220723 -0.276935 0.590 -0.260 0.107 1.173
Br -0.110382 0.557260 6.980197 0.016 0.018 -0.050 0.000
C 0.537859 0.933995 5.247890 -0.018 -0.106 0.070 0.002
C 0.966072 -0.109770 4.439632 -0.009 0.004 0.013 0.001
C 1.420606 0.161306 3.162060 0.000 0.059 -0.124 0.015
C 1.448122 1.477046 2.703163 -0.026 -0.090 0.075 -0.012
C 1.005726 2.515185 3.515608 0.026 -0.009 0.000 0.009
C 0.554698 2.243382 4.796449 0.000 0.086 -0.031 -0.001
N 1.840492 1.705340 1.360987 -0.237 -0.196 -0.145 0.066
C 2.367156 2.794038 0.977736 -0.045 0.164 0.325 -0.014
C 2.581477 3.039027 -0.448015 0.067 0.133 -0.259 0.029
C 3.109296 4.230459 -0.916176 -0.009 -0.010 0.106 0.015
C 3.234098 4.415092 -2.284993 0.015 0.044 -0.042 -0.003
C 2.830239 3.406631 -3.140798 -0.015 -0.034 -0.027 0.004
C 2.320091 2.235934 -2.598303 0.010 0.010 0.036 -0.017
N 2.201518 2.063850 -1.285760 -0.143 -0.132 -0.177 0.088
H 0.926729 -1.127815 4.798402 0.020 -0.062 0.027 0.000
H 1.755369 -0.642402 2.514534 -0.002 0.005 0.058 -0.016
H 0.958625 3.526086 3.131135 -0.018 0.012 0.041 0.002
H 0.197045 3.040338 5.433398 0.001 0.008 -0.009 0.000
H 2.641387 3.579861 1.681452 -0.010 0.001 -0.028 0.005
H 3.412952 4.996641 -0.215473 -0.002 0.003 -0.004 0.001
H 3.641688 5.337574 -2.675510 0.000 0.001 -0.002 0.000
H 2.904613 3.510364 -4.213626 0.007 0.008 -0.001 0.000
H 1.994686 1.414357 -3.224539 0.004 -0.002 0.002 0.000
C 0.899176 -5.414618 -0.003241 0.021 0.061 0.026 0.001
C 1.354604 -4.809335 1.298775 -0.026 -0.037 -0.023 0.002
C 0.504287 -4.804382 2.405248 -0.006 0.042 -0.071 0.000
C 0.938390 -4.341491 3.632012 0.061 -0.010 0.009 0.000
Cl -0.162235 -4.300805 4.977718 -0.011 -0.009 0.008 0.000
C 2.250499 -3.929726 3.810190 -0.064 0.032 0.032 0.000
C 3.092310 -3.908732 2.716617 0.051 0.065 -0.066 -0.003
C 2.639386 -4.299027 1.464764 -0.012 -0.141 0.069 0.001
O 3.562828 -4.257889 0.441033 0.029 0.113 -0.045 0.004
C 3.278295 -3.507847 -0.721876 -0.031 0.013 0.070 0.000
C 2.664531 -2.138921 -0.489812 0.064 -0.003 -0.017 -0.019
O 2.583057 -1.652315 0.663683 -0.273 0.188 -0.220 0.059
O 2.248580 -1.505539 -1.512985 -0.022 -0.127 0.153 0.096
H 0.051101 -6.075354 0.165218 -0.030 -0.018 0.004 0.000
H 1.698264 -6.001757 -0.456585 0.006 0.002 0.004 0.000
H 0.592467 -4.659909 -0.731268 -0.029 0.031 -0.024 0.000
H -0.501439 -5.193248 2.312455 -0.028 0.002 -0.018 0.000
H 2.600944 -3.632193 4.788766 -0.006 0.035 0.004 0.000
H 4.114795 -3.568068 2.806547 0.001 0.003 0.008 0.000
H 2.639078 -4.044483 -1.423979 -0.056 -0.037 -0.002 0.003
H 4.239061 -3.358524 -1.215702 -0.012 0.036 -0.037 -0.001
C -4.217253 0.388516 -1.349297 0.000 -0.027 0.003 0.018
C -3.613426 -0.931203 -0.950549 0.037 0.060 -0.002 0.025
C -4.422890 -2.040257 -0.734173 0.032 -0.014 -0.010 0.008
C -3.880494 -3.262336 -0.362764 -0.020 -0.020 0.002 -0.002
C -2.512740 -3.400347 -0.193772 0.012 -0.003 0.003 0.012
C -1.684313 -2.306011 -0.393791 0.022 0.032 -0.019 -0.007
C -2.232603 -1.086371 -0.773804 -0.145 0.096 0.036 0.043
Sb -0.896980 0.518433 -1.058843 0.229 0.228 0.090 0.433
C -1.174020 1.162219 -3.062746 0.094 -0.090 0.014 0.058
C -1.824135 2.353874 -3.368632 -0.063 0.017 0.051 -0.007
C -1.947436 2.770784 -4.685885 0.003 -0.002 0.007 -0.001
C -1.419355 1.989270 -5.701609 0.018 -0.024 0.035 0.005
C -0.798280 0.785807 -5.398813 -0.023 0.030 -0.021 0.001
C -0.667885 0.346184 -4.084211 0.012 -0.040 0.006 -0.053
C -0.044586 -0.995370 -3.798591 0.006 0.064 -0.040 0.039
C -1.377505 2.207053 0.137974 -0.120 -0.177 0.143 0.016
C -1.015239 3.473783 -0.314431 0.028 0.022 -0.024 -0.009
C -1.202786 4.591589 0.486463 0.008 0.010 -0.054 -0.008
C -1.753535 4.442123 1.749717 -0.016 -0.052 0.027 0.011
C -2.072695 3.175906 2.218443 0.030 0.071 -0.012 -0.004
C -1.873404 2.039175 1.440111 -0.009 -0.014 -0.044 -0.015
C -2.173438 0.684824 2.027124 0.020 0.008 -0.002 0.010
H -5.303962 0.333654 -1.368819 -0.001 -0.017 0.011 0.001
H -3.881126 0.685915 -2.344379 -0.006 0.018 -0.010 -0.002
H -3.937676 1.183551 -0.651597 0.003 0.003 -0.014 -0.004
H -5.494274 -1.943664 -0.858783 -0.005 0.003 -0.002 0.001
H -4.533091 -4.110377 -0.202275 0.002 -0.002 0.000 0.000
H -2.093594 -4.353019 0.094273 0.052 -0.054 0.032 0.001
H -0.612344 -2.403403 -0.247632 -0.003 -0.018 0.001 -0.033
H -2.268337 2.953709 -2.584611 0.025 0.017 0.013 0.000
H -2.460008 3.696158 -4.911994 -0.001 0.002 -0.009 0.000
H -1.504197 2.307064 -6.732330 -0.008 -0.006 -0.006 0.000
H -0.415977 0.163691 -6.198873 0.005 0.003 -0.003 0.000
H 0.348475 -1.439268 -4.711757 -0.002 -0.009 0.002 0.001
H -0.790362 -1.685278 -3.393799 0.012 -0.008 0.018 -0.001
H 0.778328 -0.941224 -3.081060 -0.052 -0.012 -0.026 -0.037
H -0.578251 3.604298 -1.297767 -0.002 -0.020 -0.024 0.003
H -0.934192 5.571986 0.114638 0.005 0.005 0.011 0.000
H -1.923918 5.308099 2.376130 0.002 0.002 0.002 0.001
H -2.467303 3.058595 3.220607 -0.009 0.003 0.001 0.000
H -2.291893 0.754886 3.107647 -0.024 0.012 -0.004 0.001
H -1.364646 -0.027946 1.841705 0.006 0.017 -0.014 0.004
H -3.087281 0.254589 1.612659 -0.003 -0.006 0.004 0.000
```
Positions in Å, forces in eV/Å.

# 3
# C7H12

C7H12 in the gas phase (ωB97M-V with the def2-TZVPD basis set, OMol25).

Computed properties:
**SMILES string**: C=C(C)C(=C)CC
**Electronic energy**: -7452.45637 eV
**HOMO-LUMO gap**: 9.996 eV

```
19
Properties=species:S:1:pos:R:3:forces:R:3:nbo_charge:R:1
C -0.274215 -2.322288 0.379770 0.026 0.645 0.312 -0.392
C 0.182108 -1.204794 -0.179580 -0.267 0.052 -0.579 -0.012
C 1.217595 -1.245531 -1.271744 0.130 0.409 -0.045 -0.647
C -0.386521 0.113429 0.217603 0.542 0.205 0.061 -0.013
C -1.702386 0.250429 0.337612 -0.099 -0.795 -0.121 -0.400
C 0.588317 1.240137 0.451929 -0.052 0.654 0.284 -0.435
C 0.005669 2.645851 0.230139 0.140 -0.608 -0.359 -0.596
H -0.952570 -2.204766 1.211537 -0.160 -0.381 0.038 0.203
H 0.056770 -3.297237 0.074692 0.073 -0.277 -0.030 0.196
H 1.053750 -0.513463 -2.061646 -0.252 0.227 0.079 0.214
H 2.209650 -1.013805 -0.869437 -0.010 -0.303 -0.090 0.219
H 1.198096 -2.205286 -1.771518 0.293 -0.332 0.138 0.221
H -2.218364 1.091488 0.765234 0.055 0.374 -0.213 0.200
H -2.290355 -0.601591 0.016722 -0.275 0.110 0.255 0.203
H 1.471388 1.137149 -0.186022 -0.143 -0.163 -0.007 0.208
H 0.965258 1.203242 1.478473 0.065 -0.230 0.031 0.215
H -0.795101 2.876258 0.922749 -0.104 0.048 0.139 0.202
H -0.387113 2.708403 -0.785509 -0.081 0.117 0.016 0.206
H 0.789756 3.384176 0.336448 0.119 0.249 0.091 0.208
```
Positions in Å, forces in eV/Å.

# 4
# C19H31N7O3

C19H31N7O3 in the gas phase in a non-equilibrium geometry (ωB97M-V with the def2-TZVPD basis set, OMol25).

Computed properties:
**SMILES string**: COCCCNc1nc2nonc2nc1N1CCC([C@@H](C)N2CCOCC2)CC1
**Electronic energy**: -36776.42608 eV
**HOMO-LUMO gap**: 8.391 eV

```
60
Properties=species:S:1:pos:R:3:forces:R:3:nbo_charge:R:1
C 2.970511 1.760637 -2.493353 0.144 0.001 -0.072 -0.250
O 1.972418 2.227821 -1.622460 -0.209 0.112 0.115 -0.569
C 2.388834 3.346286 -0.860108 -0.036 0.286 0.011 -0.070
C 1.330594 3.657155 0.194959 0.335 -0.398 -0.062 -0.424
C 1.372045 2.665187 1.363407 -0.003 0.454 -0.034 -0.226
N 1.104933 1.311949 0.945485 -0.441 -0.279 -0.104 -0.570
C 2.089193 0.470054 0.575335 0.800 0.396 0.609 0.424
N 3.323513 0.792824 0.870746 -0.475 0.452 -0.167 -0.513
C 4.220553 -0.203925 0.735443 0.390 -1.614 -0.222 0.214
N 5.514083 -0.205130 0.941898 -0.463 0.869 0.133 -0.112
O 5.905886 -1.485245 0.766689 0.159 -0.098 0.021 -0.127
N 4.890674 -2.310586 0.447072 -0.826 -0.451 -0.272 -0.095
C 3.821375 -1.555098 0.406272 1.328 1.150 0.470 0.202
N 2.562389 -1.857876 0.027731 -0.687 0.111 -0.253 -0.464
C 1.730506 -0.846077 0.009074 0.542 -1.081 -0.213 0.399
N 0.478080 -1.081590 -0.457538 -0.126 0.072 0.290 -0.419
C 0.110145 -2.468474 -0.682012 -0.037 -0.352 0.015 -0.211
C -1.384729 -2.567549 -1.001034 0.023 0.176 0.307 -0.407
C -2.150625 -1.453057 -0.283329 -0.319 -0.016 -0.371 -0.227
C -3.678050 -1.625034 -0.408153 0.267 -0.100 0.227 -0.006
C -4.182761 -2.840887 0.379890 0.016 0.250 -0.267 -0.640
N -4.335726 -0.372368 -0.054919 -0.204 0.013 -0.040 -0.466
C -5.656467 -0.193496 -0.627236 -0.071 0.338 0.066 -0.243
C -6.074892 1.265014 -0.428425 -0.096 -0.259 -0.325 -0.070
O -6.089025 1.615571 0.934963 -0.134 0.007 0.103 -0.521
C -4.824389 1.399964 1.513167 0.249 -0.210 0.231 -0.069
C -4.386442 -0.058536 1.361658 -0.095 0.356 -0.048 -0.256
C -1.711813 -0.100053 -0.870894 0.282 -0.250 0.013 -0.392
C -0.247216 -0.170165 -1.320715 -0.306 0.340 -0.191 -0.244
H 2.554781 0.902994 -3.019553 0.067 -0.016 -0.060 0.191
H 3.864500 1.452139 -1.938613 -0.011 -0.011 -0.019 0.180
H 3.255512 2.531793 -3.218700 0.000 -0.036 -0.022 0.171
H 3.348495 3.126281 -0.373293 -0.040 0.043 -0.059 0.190
H 2.525245 4.210066 -1.529335 0.019 -0.097 0.059 0.171
H 1.504307 4.660575 0.583416 -0.040 0.072 0.004 0.219
H 0.347845 3.633979 -0.281062 -0.062 0.109 -0.011 0.204
H 0.629078 2.947466 2.114486 0.111 -0.044 0.005 0.202
H 2.366577 2.668116 1.813064 -0.180 0.074 0.086 0.239
H 0.162528 1.090125 0.673539 0.073 -0.062 0.014 0.402
H 0.351842 -3.014489 0.232436 -0.028 -0.050 -0.114 0.219
H 0.713888 -2.903989 -1.487833 0.014 0.002 0.080 0.205
H -1.558357 -2.483272 -2.075261 -0.045 -0.026 -0.074 0.198
H -1.739775 -3.547156 -0.686355 0.014 -0.065 -0.072 0.222
H -1.873858 -1.490203 0.774995 -0.010 -0.006 0.047 0.200
H -3.903716 -1.785712 -1.469817 0.055 0.032 0.016 0.192
H -5.270253 -2.854317 0.388391 -0.119 -0.069 0.045 0.214
H -3.843764 -3.763512 -0.081254 0.021 -0.137 0.009 0.216
H -3.826277 -2.814971 1.406650 0.022 -0.027 0.140 0.207
H -5.620805 -0.416747 -1.695415 -0.027 -0.010 -0.008 0.204
H -6.411244 -0.844885 -0.153447 0.003 0.001 -0.060 0.167
H -7.087661 1.431938 -0.798659 0.071 -0.002 -0.040 0.194
H -5.372817 1.915472 -0.972270 -0.068 -0.056 0.005 0.163
H -4.919028 1.670010 2.566355 0.069 -0.009 -0.049 0.194
H -4.080009 2.053232 1.031465 -0.018 -0.051 0.065 0.160
H -3.398762 -0.189083 1.804145 0.045 -0.013 0.081 0.203
H -5.107089 -0.694905 1.901776 0.086 -0.010 0.027 0.176
H -2.341505 0.147422 -1.725206 -0.057 0.093 -0.014 0.217
H -1.861721 0.682858 -0.126624 -0.028 0.127 -0.012 0.198
H 0.230516 0.808991 -1.349400 -0.001 -0.115 -0.045 0.247
H -0.199529 -0.571564 -2.341848 0.055 0.084 0.009 0.189
```
Positions in Å, forces in eV/Å.